(one)
{
  "formula": "C3H13N2O",
  "method": "wB97M-V/def2-TZVPD",
  "elements": ["C", "C", "C", "N", "N", "H", "H", "H", "H", "H", "H", "H", "H", "H", "H", "H", "H", "H", "O"],
  "coordinates": [[-0.788, -0.753, -0.563], [0.314, -1.499, 0.023], [1.687, -1.238, -0.532], [1.801, 0.225, -0.536], [-0.612, 0.822, -0.099], [-0.875, -1.062, -1.738], [-1.750, -1.003, -0.251], [0.335, -1.215, 1.066], [0.086, -2.555, -0.272], [2.078, -1.739, -1.463], [2.317, -1.631, 0.285], [2.602, 0.502, -0.020], [2.206, 0.309, -1.539], [-1.074, 1.420, -0.792], [0.539, 0.820, -0.194], [-1.002, 1.027, 0.808], [-3.232, 2.763, 1.351], [-2.350, 2.238, 2.728], [-2.282, 2.570, 1.737]],
  "mulliken_charge": [-0.6013, -0.5414, -0.2954, -0.3322, -0.2627, 0.3509, 0.4503, 0.3211, 0.3442, 0.4374, 0.3006, 0.3266, 0.3868, 0.3637, 0.3398, 0.3349, 0.3862, 0.3889, -0.6981],
  "s2": 0.756,
  "multiplicity": 2,
  "total_charge": 2
}

=====

(two)
{
  "formula": "C3H13N2O",
  "method": "wB97M-V/def2-TZVPD",
  "elements": ["N", "C", "C", "N", "C", "H", "H", "H", "H", "H", "H", "H", "H", "H", "H", "H", "H", "H", "O"],
  "coordinates": [[-0.456, 1.205, -0.927], [-1.491, 0.140, -0.716], [-0.871, -1.310, -0.461], [0.441, -1.262, 0.167], [0.590, -1.437, 1.589], [0.477, 0.982, -0.548], [-0.293, 1.370, -1.913], [-0.711, 2.073, -0.455], [-2.053, 0.356, 0.189], [-2.163, 0.083, -1.561], [-1.573, -1.906, 0.120], [-0.687, -1.719, -1.455], [1.157, -1.740, -0.384], [-0.350, -1.266, 2.108], [1.360, -0.747, 1.954], [0.882, -2.476, 1.809], [1.797, 3.279, -0.028], [2.105, 2.053, 0.703], [1.840, 2.321, -0.192]],
  "mulliken_charge": [-0.2023, -0.5730, -0.4963, -0.0237, -0.7537, 0.3422, 0.3900, 0.3676, 0.3601, 0.3710, 0.3879, 0.4179, 0.3380, 0.3905, 0.3050, 0.3702, 0.3590, 0.3452, -0.6957],
  "s2": 0.754,
  "multiplicity": 2,
  "total_charge": 2
}

=====

Which of them is the most stable? Correct choice: (two).

=====

(one)
{
  "formula": "C4H11O",
  "method": "wB97M-V/def2-TZVPD",
  "elements": ["C", "O", "H", "H", "H", "C", "C", "C", "H", "H", "H", "H", "H", "H", "H", "H"],
  "coordinates": [[-2.161, -1.688, 0.631], [-3.155, -1.586, 1.587], [-1.252, -0.990, 0.796], [-2.540, -1.535, -0.368], [-1.605, -2.684, 0.541], [1.311, 0.191, -1.559], [2.136, 0.884, -0.461], [1.611, 2.190, 0.111], [1.304, 0.746, -2.479], [1.789, -0.764, -1.900], [0.279, -0.212, -1.438], [2.269, 0.117, 0.251], [3.128, 1.056, -0.873], [2.050, 2.477, 1.072], [0.529, 2.106, 0.029], [1.911, 2.912, -0.652]],
  "mulliken_charge": [-0.3230, -0.8953, -0.0431, 0.1559, 0.1182, -1.1584, -0.2771, -1.0213, 0.3453, 0.3128, 0.2960, 0.3253, 0.2929, 0.2965, 0.3095, 0.2658],
  "total_charge": -1
}

=====

(two)
{
  "formula": "C4H11O",
  "method": "wB97M-V/def2-TZVPD",
  "elements": ["C", "O", "H", "H", "H", "C", "C", "C", "H", "H", "H", "H", "H", "H", "H", "H"],
  "coordinates": [[1.671, -2.231, 0.768], [2.470, -1.942, -0.272], [2.060, -1.889, 1.759], [1.405, -3.323, 0.882], [0.625, -1.787, 0.690], [0.437, 0.903, -0.817], [-0.987, 1.443, -0.734], [-1.785, 0.790, 0.393], [0.468, -0.162, -1.068], [1.006, 1.415, -1.589], [0.948, 0.970, 0.139], [-0.917, 2.522, -0.519], [-1.493, 1.404, -1.699], [-2.773, 1.239, 0.523], [-1.244, 0.928, 1.332], [-1.890, -0.277, 0.210]],
  "mulliken_charge": [-0.2832, -0.8482, 0.1102, 0.1981, -0.1562, -1.1687, -0.1055, -1.1307, 0.3042, 0.3366, 0.2979, 0.2308, 0.2912, 0.3298, 0.2848, 0.3089],
  "total_charge": -1
}

=====

(three)
{
  "formula": "C4H11O",
  "method": "wB97M-V/def2-TZVPD",
  "elements": ["C", "O", "H", "H", "H", "C", "C", "C", "H", "H", "H", "H", "H", "H", "H", "H"],
  "coordinates": [[-0.848, -1.028, 2.240], [-2.152, -0.763, 2.158], [-0.298, -0.436, 3.007], [-0.224, -0.995, 1.286], [-0.539, -2.092, 2.525], [0.830, 1.491, -0.426], [-0.196, 0.706, -1.247], [0.275, -0.739, -1.521], [1.771, 1.710, -0.930], [0.418, 2.403, 0.020], [1.056, 0.970, 0.514], [-1.096, 0.758, -0.639], [-0.284, 1.178, -2.228], [-0.516, -1.470, -1.649], [0.923, -0.980, -0.679], [0.882, -0.715, -2.431]],
  "mulliken_charge": [-0.1979, -0.8718, 0.1476, -0.2082, 0.1535, -1.1810, -0.1950, -1.1244, 0.3339, 0.3244, 0.2927, 0.3025, 0.3220, 0.2577, 0.2604, 0.3835],
  "total_charge": -1
}

=====

Which of them is the most stable? Correct choice: (two).

=====

(one)
{
  "formula": "C2H3NO2S2",
  "method": "wB97M-V/def2-TZVPD",
  "elements": ["O", "N", "O", "C", "S", "C", "S", "H", "H", "H"],
  "coordinates": [[-0.975, 1.244, 0.832], [-1.389, 0.161, 0.478], [-2.545, -0.235, 0.628], [-0.495, -0.727, -0.184], [-1.037, -1.650, -1.391], [1.163, -0.318, 0.137], [1.616, 1.035, -1.052], [1.951, -1.066, 0.034], [1.342, 0.019, 1.140], [0.367, 1.536, -0.624]],
  "mulliken_charge": [-0.5553, 0.9857, -0.5108, 0.0228, -0.1332, -0.5582, -0.1828, 0.3730, 0.3322, 0.2266],
  "smiles": "O=[N+]([O-])C(=S)CS"
}

=====

(two)
{
  "formula": "C2H3NO2S2",
  "method": "wB97M-V/def2-TZVPD",
  "elements": ["C", "C", "N", "O", "O", "S", "S", "H", "H", "H"],
  "coordinates": [[-0.565, 1.441, -0.514], [1.047, -0.314, -0.041], [0.264, 0.435, -0.614], [-4.430, 0.681, 1.205], [-1.727, 1.437, -0.306], [-3.860, -1.469, -0.549], [-4.444, 0.282, -0.173], [-0.057, 2.416, -0.661], [1.519, -1.133, -0.686], [1.067, -0.443, 0.965]],
  "mulliken_charge": [0.0913, -0.2492, -0.1866, -0.3754, -0.4214, -0.1620, 0.5276, 0.2643, 0.2107, 0.3007]
}

=====

Which of them is the most stable? Correct choice: (two).

=====

(one)
{
  "formula": "C4H9N2OS",
  "method": "wB97M-V/def2-TZVPD",
  "elements": ["C", "C", "C", "C", "N", "N", "O", "S", "H", "H", "H", "H", "H", "H", "H", "H", "H"],
  "coordinates": [[-0.678, 0.285, -0.361], [2.041, -0.337, -0.046], [-0.065, -0.468, 1.000], [-1.794, 1.282, -0.109], [1.259, -0.265, -1.301], [1.181, -0.877, 0.969], [0.185, 0.749, -1.324], [-1.285, -1.614, -0.368], [2.890, -0.847, -0.227], [2.266, 0.712, 0.335], [-0.770, -0.674, 1.806], [-1.569, 2.194, -0.773], [-1.907, 1.569, 1.039], [-2.823, 0.829, -0.464], [1.790, 0.107, -2.164], [-2.388, -1.113, 0.386], [1.666, -1.533, 1.602]],
  "mulliken_charge": [0.8872, -0.4927, -0.3145, -1.2122, -0.3977, -0.1256, -0.2824, -0.0551, 0.4883, 0.3066, 0.4111, 0.3403, 0.2957, 0.3481, 0.3095, 0.2087, 0.2846],
  "total_charge": 1
}

=====

(two)
{
  "formula": "C4H9N2OS",
  "method": "wB97M-V/def2-TZVPD",
  "elements": ["C", "C", "C", "C", "N", "N", "O", "S", "H", "H", "H", "H", "H", "H", "H", "H", "H"],
  "coordinates": [[0.192, 0.427, 0.468], [-0.100, -0.988, -1.303], [1.399, -0.500, -1.278], [-2.074, -0.327, 0.292], [-0.693, -0.294, -0.126], [1.368, 0.320, -0.074], [1.321, 1.855, 2.457], [-0.191, 1.387, 1.949], [-0.679, -0.586, -2.298], [-0.219, -2.079, -1.325], [2.032, -1.424, -1.148], [1.722, 0.092, -2.122], [-2.391, -1.254, 0.907], [-2.238, 0.534, 0.972], [-2.776, -0.380, -0.621], [2.178, 0.921, -0.049], [1.151, 2.294, 3.300]],
  "mulliken_charge": [0.5285, -0.5909, -0.4515, -0.8145, 0.0639, -0.1801, -0.4167, 0.0549, 0.3004, 0.3497, 0.2661, 0.3441, 0.3140, 0.2806, 0.3068, 0.2772, 0.3677],
  "total_charge": 1
}

=====

(three)
{
  "formula": "C4H9N2OS",
  "method": "wB97M-V/def2-TZVPD",
  "elements": ["C", "C", "C", "C", "N", "N", "O", "S", "H", "H", "H", "H", "H", "H", "H", "H", "H"],
  "coordinates": [[-1.337, 0.125, 0.435], [0.917, -0.167, 0.476], [-2.786, 0.031, 0.761], [3.154, -0.342, -0.055], [-0.913, 1.381, 0.110], [-0.303, -0.684, 0.797], [1.983, -0.899, 0.325], [0.827, 1.556, -0.087], [1.371, -0.595, -2.617], [-3.161, -1.035, 0.663], [-3.335, 0.716, 0.293], [-2.992, 0.126, 1.767], [0.757, -0.211, -2.936], [3.418, 0.688, -0.051], [3.974, -1.047, -0.339], [-1.315, 2.026, -0.540], [-0.258, -1.669, 0.998]],
  "mulliken_charge": [0.4637, 0.3926, -1.2028, -0.4510, -0.2347, -0.0302, -0.2725, 0.0366, -0.0771, 0.3421, 0.3857, 0.3636, 0.0977, 0.3094, 0.2553, 0.3350, 0.2867],
  "total_charge": 1
}

=====

Which of them is the most stable? Correct choice: (two).

=====

(one)
{
  "formula": "C2H4O2S2",
  "method": "wB97M-V/def2-TZVPD",
  "elements": ["C", "C", "O", "O", "S", "S", "H", "H", "H", "H"],
  "coordinates": [[1.047, 0.055, -0.263], [-0.283, 0.600, -0.898], [-1.186, -1.738, 2.208], [0.764, 0.120, 1.106], [-1.558, -0.569, -0.409], [-1.102, -0.431, 1.645], [1.165, -1.061, -0.590], [1.938, 0.841, -0.464], [-0.698, 1.516, -0.358], [-0.087, 0.667, -1.977]],
  "mulliken_charge": [-0.1724, -0.5784, -0.4199, -0.5244, -0.1263, 0.6168, 0.2741, 0.2666, 0.3014, 0.3625]
}

=====

(two)
{
  "formula": "C2H4O2S2",
  "method": "wB97M-V/def2-TZVPD",
  "elements": ["O", "S", "S", "O", "C", "C", "H", "H", "H", "H"],
  "coordinates": [[2.701, 0.071, 2.018], [2.328, -0.754, 0.911], [2.167, 0.586, -0.948], [2.470, -0.160, -2.158], [0.344, 0.360, -0.646], [0.303, -0.308, 0.688], [0.048, -0.205, -1.426], [-0.012, 1.346, -0.633], [0.132, 0.202, 1.546], [-0.212, -1.262, 0.482]],
  "mulliken_charge": [-0.5009, 0.4136, 0.4153, -0.5472, -0.4820, -0.7276, 0.3824, 0.3093, 0.4579, 0.2793],
  "smiles": "O=S1#S(=O)CC1"
}

=====

(three)
{
  "formula": "C2H4O2S2",
  "method": "wB97M-V/def2-TZVPD",
  "elements": ["C", "C", "O", "O", "S", "S", "H", "H", "H", "H"],
  "coordinates": [[-0.296, -0.269, 0.062], [-1.661, 0.234, -0.303], [0.571, 0.794, 0.163], [2.931, 0.161, -0.809], [2.319, 0.566, 0.399], [0.049, -1.801, 0.372], [-2.286, -0.551, -0.973], [-2.302, 0.316, 0.679], [-1.675, 1.143, -0.737], [2.350, -0.593, 1.147]],
  "mulliken_charge": [0.5856, -0.9818, -0.3352, -0.4340, 0.4311, -0.3045, 0.2845, 0.2494, 0.3455, 0.1594]
}

=====

Which of them is the most stable? Correct choice: (three).